(w)
Entry from OMol25: the molecule C16H20NO3P (ωB97M-V/def2-TZVPD).

Geometry (Å):
P: 0.625 -1.462 0.574
O: 1.292 -0.535 -0.577
O: 2.456 1.583 0.522
O: 1.331 -2.727 0.784
N: -0.905 -1.706 -0.035
C: 0.493 -0.404 2.067
C: -1.644 0.556 -0.388
C: 3.016 2.752 1.067
C: -5.098 2.081 -0.712
C: 2.664 -0.437 -0.648
C: 4.786 -1.274 -1.382
C: -3.626 -2.652 0.029
C: -2.657 1.484 -0.546
C: -3.987 1.091 -0.524
C: 5.403 -0.153 -0.862
C: 3.286 0.697 -0.102
C: -3.276 -1.206 -0.174
C: -4.271 -0.257 -0.342
C: -1.940 -0.786 -0.194
C: 4.662 0.829 -0.223
C: 3.412 -1.414 -1.273
H: -3.243 -3.264 -0.788
H: -2.406 2.524 -0.694
H: -3.204 -3.027 0.963
H: 5.368 -2.040 -1.870
H: -4.736 3.098 -0.589
H: -5.898 1.903 0.004
H: -0.611 0.861 -0.433
H: -0.064 0.505 1.869
H: 5.167 1.691 0.183
H: 3.498 3.363 0.297
H: 2.901 -2.281 -1.661
H: 2.182 3.306 1.496
H: 1.499 -0.155 2.395
H: 0.001 -0.985 2.842
H: -5.519 1.987 -1.713
H: -5.303 -0.577 -0.327
H: 6.473 -0.034 -0.944
H: 3.741 2.522 1.855
H: -4.705 -2.777 0.069
H: -1.163 -2.680 -0.015

Values from the calculation:
**Molar mass**: 305.31 g mol⁻¹
**SMILES**: COc1ccccc1O[P@](C)(=O)Nc1ccc(C)cc1C
**Frontier orbital gap**: 8.8 eV
**E_HOMO**: -0.2980 Ha

Löwdin population analysis, charges in e, atoms 1 to 6:
1 P 0.5237
2 O -0.1324
3 O -0.0931
4 O -0.2701
5 N -0.0166
6 C -0.1088

***

(x)
Entry from OMol25: the molecule C16H20NO3P (ωB97M-V/def2-TZVPD).

Geometry (Å):
P: 1.262 2.721 0.249
O: 1.794 1.596 -0.765
O: -0.346 2.464 0.279
O: 1.918 2.822 1.549
N: 1.385 4.057 -0.718
C: -0.263 0.453 1.606
C: -2.136 0.906 0.138
C: 3.247 0.240 0.577
C: -0.835 -0.754 1.965
C: -2.823 1.801 -0.850
C: -2.706 -0.312 0.514
C: 3.633 -1.008 1.029
C: 2.188 0.345 -0.310
C: 1.185 -3.269 -0.757
C: -4.021 -0.736 -0.068
C: -2.046 -1.134 1.417
C: 1.910 -2.039 -0.305
C: 0.388 -0.659 -1.755
C: -0.905 1.269 0.690
C: 1.516 -0.785 -0.777
C: 2.963 -2.137 0.594
H: 3.737 1.139 0.912
H: -3.816 2.069 -0.495
H: 3.260 -3.110 0.958
H: -0.328 -1.395 2.669
H: 0.226 0.382 -2.020
H: 1.412 4.912 -0.189
H: 0.131 -3.205 -0.491
H: 1.608 -4.157 -0.294
H: -2.488 -2.079 1.697
H: -2.936 1.295 -1.809
H: -0.531 -1.060 -1.328
H: 0.677 0.770 2.028
H: 4.453 -1.097 1.724
H: 1.248 -3.379 -1.839
H: 0.754 4.100 -1.501
H: -2.249 2.710 -0.997
H: -3.963 -0.790 -1.155
H: 0.611 -1.217 -2.664
H: -4.800 -0.018 0.184
H: -4.313 -1.710 0.313

Values from the calculation:
**Molar mass**: 305.31 g mol⁻¹
**SMILES**: Cc1cccc(OP(N)(=O)Oc2cccc(C)c2C)c1C
**Frontier orbital gap**: 9.3 eV
**E_HOMO**: -0.3144 Ha

Löwdin population analysis, charges in e, atoms 1 to 6:
1 P 0.4329
2 O -0.1080
3 O -0.1183
4 O -0.2297
5 N -0.0067
6 C -0.0231

***

It turns out (x) is the most stable, with the second structure 1.439 eV higher.